# 1
Molecular formula: C48H119N2O30P7
Method: DFT, wB97M-V/def2-TZVPD

CARTESIAN COORDINATES (ANGSTROEM)
C 0.48301 -0.80935 -1.75930
C 0.69196 -2.01439 -0.77514
O 0.13239 -1.76702 0.48782
P 1.02371 -1.58504 1.87455
O 2.10366 -2.49884 2.13728
O -0.08763 -1.50777 3.06231
C -0.29209 -2.71716 3.77855
C -1.35778 -2.63866 4.91141
O 1.44724 0.02649 1.84967
C 2.21322 0.69040 2.82344
C 1.81749 2.13922 3.08486
H 0.57155 -0.93815 -2.83803
H -0.47208 -0.31107 -1.59303
H 1.15435 0.02113 -1.54092
H 0.28695 -2.95539 -1.14741
H 1.77382 -2.12031 -0.69476
H -0.55277 -3.53450 3.10615
H 0.66024 -3.00825 4.22178
H -1.36775 -3.44459 5.64521
H -1.33061 -1.72337 5.50269
H -2.34458 -2.66024 4.44897
H 2.22984 0.11396 3.74840
H 3.23293 0.68559 2.43838
H 2.03619 2.39833 4.12077
H 2.27775 2.80488 2.35468
H 0.74097 2.22598 2.93762
C 7.29789 1.81679 9.36547
C 6.92792 0.56495 8.54496
O 5.50028 0.43935 8.61982
P 4.71809 -0.42304 9.81023
O 4.98936 0.04935 11.18520
O 3.18818 -0.58452 9.32204
C 2.08530 0.04849 9.97342
C 1.56017 -0.91812 11.05895
O 5.28367 -1.90950 9.56663
C 5.04059 -2.62787 8.33112
C 4.48638 -3.95271 8.78096
H 6.94238 1.69335 10.38845
H 8.37616 1.93217 9.47562
H 6.93484 2.71971 8.87454
H 7.14817 0.75213 7.49399
H 7.32019 -0.37215 8.94001
H 2.26665 1.05608 10.34755
H 1.41054 0.13086 9.12135
H 0.54480 -0.74046 11.41330
H 1.64495 -1.94916 10.71561
H 2.17966 -0.90818 11.95575
H 4.35753 -2.08945 7.67415
H 5.98771 -2.68079 7.79421
H 5.20853 -4.48253 9.40216
H 3.43787 -4.00531 9.07413
H 4.42319 -4.60935 7.91326
C -7.36728 9.08240 -0.09396
C -6.74576 7.99176 0.82746
O -7.26819 8.30682 2.04585
P -7.04926 7.45297 3.43788
O -7.33379 5.98982 3.40593
O -5.49492 7.89674 3.79405
C -4.81456 7.26059 4.82646
C -4.78121 8.22832 6.01809
O -7.98862 8.19342 4.48479
C -9.14315 7.71876 5.07330
C -8.71076 6.85167 6.28454
H -6.81674 9.27204 -1.01539
H -8.40869 8.84772 -0.31418
H -7.40788 10.02836 0.44606
H -6.93359 6.95522 0.54745
H -5.66782 8.13705 0.75650
H -5.19422 6.26280 5.04639
H -3.80817 7.22162 4.40964
H -4.29800 9.15693 5.71432
H -5.80433 8.42124 6.34074
H -4.16259 7.93624 6.86668
H -9.75292 8.56740 5.38332
H -9.65363 7.04626 4.38392
H -8.16987 5.92230 6.10618
H -8.23372 7.49533 7.02362
H -9.60213 6.48506 6.79361
C 0.50788 -12.52423 -12.72732
C 1.50756 -11.87261 -11.75560
O 0.82549 -11.07416 -10.81106
P 1.10090 -9.48047 -10.67459
O 1.69415 -8.87175 -11.90999
O -0.35135 -8.87418 -10.20895
C -1.10329 -8.02666 -11.05519
C -0.59490 -6.53783 -11.13050
O 1.97990 -9.35219 -9.30774
C 2.78417 -8.20363 -9.02930
C 2.32124 -7.56806 -7.79886
H -0.18129 -13.17577 -12.19010
H -0.08059 -11.79159 -13.27964
H 1.01831 -13.07723 -13.51584
H 2.10920 -12.63833 -11.26588
H 2.17487 -11.29631 -12.39642
H -1.13517 -8.46082 -12.05448
H -2.07778 -8.03420 -10.56691
H -1.13508 -5.79757 -11.72069
H -0.52923 -6.04146 -10.16230
H 0.35758 -6.54001 -11.66046
H 3.84953 -8.42604 -8.96899
H 2.63222 -7.56393 -9.89868
H 2.86903 -6.63007 -7.70842
H 1.24549 -7.41353 -7.88227
H 2.55279 -8.24475 -6.97629
C 8.18706 -2.31192 1.72889
C 8.24050 -0.90052 1.15664
O 9.43865 -0.74166 0.42027
P 9.76944 0.84260 -0.05495
O 10.58105 0.90908 -1.29026
O 10.20916 1.58449 1.30737
C 10.66081 2.89345 1.32302
C 9.78668 3.70584 2.18009
O 8.34597 1.48792 -0.37157
C 8.18064 2.64962 -1.03456
C 6.75059 2.63512 -1.53477
H 9.15098 -2.51758 2.19436
H 7.39855 -2.41555 2.47427
H 7.95026 -3.03689 0.95013
H 7.38324 -0.82435 0.48776
H 8.11893 -0.16807 1.95466
H 11.70917 2.94883 1.61622
H 10.70573 3.34159 0.33042
H 9.95268 4.78312 2.18195
H 8.72245 3.50685 2.05389
H 9.97887 3.38951 3.20532
H 8.29691 3.48484 -0.34393
H 8.89093 2.77517 -1.85177
H 6.58939 3.60993 -1.99505
H 6.56765 1.79815 -2.20866
H 6.06849 2.59117 -0.68570
C -11.99379 -5.37584 -4.61389
C -10.88634 -6.36242 -4.18192
O -9.71770 -6.24357 -5.05498
P -8.32193 -7.00346 -4.68381
O -8.08135 -7.26372 -3.24344
O -8.27425 -8.39175 -5.59011
C -7.14083 -9.23664 -5.30355
C -6.10739 -9.11176 -6.45113
O -7.16424 -6.07554 -5.34375
C -7.18213 -4.65173 -5.23295
C -5.80113 -4.01930 -5.68837
H -12.15010 -5.43371 -5.69108
H -12.93733 -5.53449 -4.09173
H -11.84440 -4.29817 -4.54734
H -10.53818 -6.24428 -3.15579
H -11.40001 -7.32174 -4.24460
H -6.57974 -9.06330 -4.38527
H -7.49750 -10.26557 -5.35020
H -5.20095 -9.71695 -6.46578
H -6.63066 -9.45334 -7.34421
H -5.83557 -8.08810 -6.70869
H -7.95777 -4.28929 -5.90758
H -7.52787 -4.31071 -4.25711
H -5.37240 -4.24324 -6.66518
H -5.81030 -2.93274 -5.60242
H -5.07532 -4.45649 -5.00269
C 4.82179 9.39240 3.00670
C 3.79122 10.56248 3.32425
O 2.50889 10.12952 2.88115
P 1.91773 10.37453 1.40149
O 0.81934 9.47312 0.96785
O 1.61380 11.93286 1.51087
C 0.64581 12.35690 2.46674
C 0.89934 13.80217 2.98904
O 3.23772 10.36463 0.44907
C 3.20750 10.01496 -0.93466
C 2.81030 11.15717 -1.80451
H 5.82643 9.67098 3.32478
H 4.56695 8.47198 3.53204
H 4.81189 9.02666 1.97994
H 3.73385 10.55529 4.41271
H 4.10748 11.50043 2.86782
H -0.32302 12.27013 1.97488
H 0.62165 11.76527 3.38188
H 0.16737 14.17223 3.70692
H 1.86569 13.81144 3.49320
H 0.96431 14.44129 2.10846
H 4.19745 9.69294 -1.25779
H 2.53128 9.18997 -1.15879
H 2.93070 11.02277 -2.87947
H 1.79816 11.51456 -1.61492
H 3.40835 12.04688 -1.60743
C -2.92494 2.85583 -0.39248
N -3.51290 3.52297 -1.58255
C -4.77815 3.03066 -2.06977
C -2.75743 4.30423 -2.36979
O -2.95030 4.74326 -3.53690
H -3.69056 2.87790 0.38303
H -2.04580 3.35625 0.01346
H -2.80826 1.77766 -0.50227
H -4.73828 1.98329 -2.36901
H -5.46311 3.11775 -1.22636
H -5.24730 3.56986 -2.89272
H -1.83804 4.59194 -1.83675
C -2.48401 -8.56897 -1.15305
N -1.51946 -9.60751 -1.39119
C -1.07141 -9.68185 -2.73627
C -1.17138 -10.58485 -0.52211
O -0.49363 -11.51038 -0.80727
H -3.30416 -8.77188 -1.84173
H -2.07298 -7.58272 -1.36859
H -2.66485 -8.48684 -0.08130
H -0.72366 -8.69029 -3.02605
H -0.24535 -10.36078 -2.94792
H -1.95666 -9.82041 -3.35691
H -1.68780 -10.44500 0.44016

Calculated values
SMILES: CCOP(=O)(OCC)OCC.CCOP(=O)(OCC)OCC.CCOP(=O)(OCC)OCC.CCOP(=O)(OCC)OCC.CCOP(=O)(OCC)OCC.CCOP(=O)(OCC)OCC.CCOP(=O)(OCC)OCC.CN(C)C=O.CN(C)C=O
E_tot, hartree: -6657.0381
Strongest force on any atom, eV Å⁻¹: 4.85
Molecular weight, g/mol: 1421.28
Frontier orbital gap, eV: 9.28
Relative energy (zero: lowest compared OMol25 entry of this formula, charge and spin), kcal/mol: 107.9

Löwdin population analysis, charges in e, atoms 1 to 5: -0.060 -0.268 -0.188 0.509 -0.207

# 2
Molecular formula: C48H120O24
Method: DFT, wB97M-V/def2-TZVPD

CARTESIAN COORDINATES (ANGSTROEM)
C 5.07156 -6.95049 4.77071
O 5.53255 -5.64164 4.50272
C 4.52881 -4.60944 4.59034
C 5.01633 -3.27237 4.10402
O 5.19272 -3.45798 2.64069
C 5.74387 -2.18227 2.17151
H 5.95077 -7.58315 4.64887
H 4.29574 -7.26856 4.07425
H 4.60579 -6.94931 5.75619
H 4.09004 -4.47734 5.57933
H 3.78947 -5.03193 3.90991
H 5.98634 -3.26518 4.60114
H 4.51064 -2.36664 4.43871
H 5.01856 -1.36870 2.18274
H 5.92514 -2.30600 1.10383
H 6.65573 -1.89436 2.69470
C -3.70262 7.68347 15.32006
O -3.43578 7.81346 13.95429
C -2.19681 7.11208 13.56124
C -2.11924 6.57678 12.08542
O -1.01637 5.71856 12.12205
C -0.68134 5.10912 10.90839
H -2.82897 8.05004 15.85902
H -3.96230 6.71876 15.75596
H -4.55703 8.30742 15.58226
H -1.90861 6.30726 14.23749
H -1.36407 7.74572 13.86640
H -2.03080 7.43925 11.42479
H -3.08133 6.11979 11.85377
H 0.12326 4.39863 11.09789
H -0.35776 5.78100 10.11340
H -1.58642 4.64242 10.51964
C 5.52102 4.02044 -7.12853
O 6.11968 4.78749 -8.09252
C 5.27956 5.27872 -9.12981
C 6.03288 6.32282 -9.95916
O 6.48037 7.45564 -9.19925
C 7.30814 8.40019 -9.93661
H 5.14239 3.03696 -7.40692
H 4.75519 4.59220 -6.60441
H 6.29311 3.83748 -6.38119
H 4.34868 5.69000 -8.73941
H 5.11809 4.38635 -9.73455
H 5.37942 6.79072 -10.69547
H 6.95083 6.01165 -10.45780
H 7.29808 9.22265 -9.22137
H 6.83775 8.67980 -10.87929
H 8.32802 8.02258 -9.86353
C -5.07347 4.03488 -5.45982
O -5.07814 4.17445 -6.91508
C -3.76484 3.99242 -7.50590
C -2.72498 5.11323 -7.04394
O -1.89987 4.65586 -6.00234
C -0.94101 5.54597 -5.70711
H -5.19062 2.97956 -5.21347
H -5.88911 4.58532 -4.99095
H -4.07857 4.12402 -5.02353
H -3.76958 3.97703 -8.59578
H -3.44960 2.95896 -7.36206
H -3.28179 5.98538 -6.70128
H -2.21800 5.34809 -7.97983
H -0.35360 5.10714 -4.90059
H -1.34035 6.49164 -5.34060
H -0.26884 5.75332 -6.53975
C 0.20664 -0.10257 -8.55968
O -0.00525 -0.11089 -9.91350
C -0.14703 -1.42338 -10.44606
C 0.24486 -1.27450 -11.95449
O -0.43509 -2.34377 -12.58217
C -0.27475 -2.47644 -13.99378
H 0.77690 0.79577 -8.32329
H 0.72987 -0.96891 -8.15498
H -0.68342 -0.02454 -7.93535
H -1.18837 -1.74049 -10.38997
H 0.52742 -2.16462 -10.01736
H 1.30448 -1.41445 -12.16830
H -0.10604 -0.29547 -12.28080
H 0.67610 -2.94500 -14.24762
H -0.44558 -1.52332 -14.49426
H -1.00402 -3.08532 -14.52812
C -3.97078 -2.53754 -3.98083
O -4.58996 -3.65487 -4.64544
C -3.90338 -4.03266 -5.79431
C -4.73331 -5.12505 -6.41597
O -3.89376 -5.67560 -7.45183
C -2.78094 -6.50263 -7.00094
H -2.88412 -2.47051 -4.03349
H -4.10764 -2.76986 -2.92471
H -4.42332 -1.56268 -4.16242
H -2.89558 -4.31272 -5.48773
H -3.94629 -3.17628 -6.46727
H -5.51378 -4.53786 -6.89989
H -5.27157 -5.81121 -5.76210
H -3.08897 -7.09061 -6.13636
H -1.95137 -5.85709 -6.71253
H -2.39909 -7.06503 -7.85300
C -9.46053 -6.50532 5.30786
O -8.80687 -7.76727 5.25872
C -7.35979 -7.98815 5.77146
C -6.35134 -7.13422 5.17698
O -6.57125 -5.79024 5.53851
C -5.92164 -4.94109 4.63639
H -10.50631 -6.41608 5.01378
H -8.83731 -5.73890 4.84709
H -9.40494 -6.34163 6.38406
H -7.08409 -8.96947 5.38533
H -7.42329 -7.91856 6.85737
H -6.44816 -7.27166 4.10002
H -5.33689 -7.33890 5.51916
H -6.59008 -4.78057 3.79053
H -5.09143 -5.47600 4.17517
H -5.40688 -4.04528 4.98373
C -0.22561 -4.61528 7.39505
O 0.55606 -3.90840 8.34057
C 0.33194 -4.09383 9.71102
C 1.35933 -3.35403 10.53589
O 1.26143 -3.57631 11.94256
C 1.68684 -4.89384 12.23133
H -0.04025 -4.33686 6.35763
H -1.26208 -4.42538 7.67395
H -0.04980 -5.69100 7.39049
H 0.37657 -5.16572 9.90382
H -0.69375 -3.75113 9.84745
H 1.16635 -2.28811 10.41479
H 2.35669 -3.53473 10.13501
H 2.46707 -5.38587 11.65061
H 0.87039 -5.60808 12.33802
H 2.03052 -4.86636 13.26537
C 7.59413 4.00872 -0.92657
O 8.04463 4.58441 0.30411
C 9.38074 5.02582 0.45526
C 9.75044 6.29292 -0.28111
O 9.05420 7.23924 0.42043
C 9.31239 8.59932 0.11880
H 6.60721 4.41454 -1.14885
H 7.39079 2.95093 -0.75977
H 8.25623 4.25773 -1.75587
H 10.01112 4.19134 0.14811
H 9.64821 5.17379 1.50154
H 9.29293 6.19146 -1.26522
H 10.83026 6.40081 -0.38322
H 9.11981 8.78745 -0.93744
H 10.33213 8.89629 0.36390
H 8.73556 9.35797 0.64776
C -0.59631 0.26313 4.81296
O -0.84934 0.03242 3.36020
C 0.22780 0.10506 2.52276
C -0.41155 0.35946 1.18086
O 0.68112 0.89384 0.31762
C 0.22908 1.51631 -0.84611
H -0.75565 1.32657 4.99132
H 0.42562 0.02088 5.10461
H -1.34101 -0.28414 5.39090
H 0.74719 -0.84069 2.36817
H 0.93577 0.91176 2.71284
H -1.20251 1.10347 1.27541
H -0.67192 -0.52130 0.59386
H -0.41387 0.94484 -1.51553
H 1.13002 1.91565 -1.31188
H -0.23376 2.43697 -0.49078
C -5.70773 4.83648 0.85251
O -7.01844 4.60376 0.28687
C -8.04316 4.40048 1.21358
C -8.08141 3.02791 1.89518
O -7.11546 3.02758 2.99642
C -6.71890 1.68220 3.38662
H -5.14899 3.94025 1.12207
H -5.72891 5.48401 1.72907
H -5.10237 5.16069 0.00604
H -8.89510 4.65638 0.58365
H -7.97580 5.18757 1.96462
H -7.81597 2.34818 1.08548
H -9.10327 2.89382 2.25003
H -7.52458 0.98168 3.60624
H -6.20726 1.91562 4.32035
H -5.95336 1.31281 2.70427
C 2.14284 -4.21888 -2.80686
O 1.92850 -5.31468 -1.84007
C 2.91163 -6.37843 -1.76576
C 3.12674 -7.16148 -3.10073
O 1.88839 -7.50065 -3.75893
C 2.00554 -8.14706 -5.02722
H 3.11245 -3.72999 -2.71221
H 1.54719 -3.33642 -2.57334
H 1.93284 -4.61328 -3.80107
H 2.52162 -7.11017 -1.05827
H 3.75364 -5.99678 -1.18832
H 3.66220 -8.09141 -2.90944
H 3.62427 -6.59933 -3.89103
H 1.09329 -8.43934 -5.54728
H 2.60719 -9.03704 -4.84272
H 2.52848 -7.40447 -5.62989

Calculated values
SMILES: COCCOC.COCCOC.COCCOC.COCCOC.COCCOC.COCCOC.COCCOC.COCCOC.COCCOC.COCCOC.COCCOC.COCCOC
E_tot, hartree: -3705.7421
Strongest force on any atom, eV Å⁻¹: 3.64
Molecular weight, g/mol: 1081.46
Frontier orbital gap, eV: 9.51
Relative energy (zero: lowest compared OMol25 entry of this formula, charge and spin), kcal/mol: 197.6

Löwdin population analysis, charges in e, atoms 1 to 5: -0.111 -0.197 -0.212 -0.182 -0.177